Here is a molecular structure, C25H22ClI2N3O4Os from the Open Molecules 2025 dataset. Energies are from the ωB97M-V functional and the def2-TZVPD basis.

Geometry as XYZ:
```
58
Properties=species:S:1:pos:R:3
Os 0.682 -1.215 -0.650
C -0.979 -1.013 3.705
C -0.859 0.269 2.946
N -1.005 1.409 3.597
C -0.897 2.558 2.938
C -0.669 2.666 1.573
C -0.711 4.065 1.017
O 0.225 4.258 -0.040
C -0.513 1.465 0.860
C -0.324 1.417 -0.632
N 0.839 0.550 -1.057
C 1.878 1.156 -1.838
C 2.165 2.516 -1.707
C 3.179 3.080 -2.464
C 3.919 2.315 -3.355
C 3.672 0.952 -3.470
C 2.667 0.401 -2.701
I 2.341 -1.650 -2.736
C -0.590 0.268 1.564
O -0.433 -0.946 0.981
H -1.264 -0.792 4.730
H -0.031 -1.560 3.726
H -1.718 -1.675 3.251
H -1.006 3.457 3.534
H -0.496 4.753 1.836
H -1.723 4.275 0.660
H 0.164 5.174 -0.332
H -0.157 2.411 -1.025
H 1.625 3.134 -1.005
H 3.394 4.133 -2.348
H 4.698 2.768 -3.952
H 4.256 0.340 -4.143
Cl -5.854 -2.742 -0.143
C -4.520 -1.700 -0.420
C -4.637 -0.370 -0.146
C -3.582 0.516 -0.432
I -3.965 2.539 -0.269
C -2.370 0.059 -0.905
O -1.431 0.931 -1.381
C -2.222 -1.326 -1.133
N -1.010 -1.832 -1.559
C -0.933 -3.089 -2.025
C -1.998 -3.972 -1.963
C -3.169 -3.546 -1.384
C -3.313 -2.215 -0.964
H -5.570 0.016 0.241
H 0.018 -3.398 -2.437
H -1.885 -4.974 -2.349
H -4.004 -4.225 -1.273
C 3.479 -2.897 2.331
C 3.314 -2.140 1.043
O 1.876 -1.812 0.855
H 4.535 -3.133 2.462
H 2.921 -3.832 2.320
H 3.174 -2.295 3.189
H 3.575 -2.725 0.167
H 3.844 -1.190 1.033
H 1.398 -1.585 1.679
```

- max |F| (Eh/bohr) = 0.006
- relative energy (zero: lowest compared OMol25 entry of this formula, charge and spin) (kJ/mol) = 0.0
- HOMO level (alpha / beta) (eV) = -13.717 / -13.717
- lowest unoccupied orbital energy (alpha / beta) (eV) = -8.04 / -8.04
- orbital gap (alpha / beta) (eV) = 5.680 / 5.679
- charge = +2